DFT (wB97M-V/def2-TZVPD) results for 7 unconnected molecules or ions with the total composition C14H42O7 in a non-equilibrium geometry.

Last column: natural (NBO) charge in e.
Cartesian coordinates (Å):
1 C -4.0075 -23.7693 7.1584  -0.627
2 C -4.8562 -22.6319 6.5363  -0.055
3 O -4.8294 -21.4942 7.3694  -0.757
4 H -3.0052 -23.3791 7.3350  0.222
5 H -3.9979 -24.6808 6.5607  0.223
6 H -4.4496 -24.0849 8.1034  0.207
7 H -5.9018 -22.9197 6.4270  0.142
8 H -4.5061 -22.3982 5.5308  0.152
9 H -5.3503 -20.7886 6.9791  0.484
10 C -3.9383 -20.0166 2.8002  -0.611
11 C -2.7842 -19.9372 3.7495  -0.059
12 O -1.7381 -19.2788 3.1048  -0.717
13 H -4.3766 -19.0317 2.6392  0.207
14 H -4.7069 -20.6552 3.2356  0.180
15 H -3.6719 -20.4665 1.8439  0.218
16 H -2.5545 -20.9538 4.0685  0.159
17 H -3.1636 -19.4155 4.6281  0.143
18 H -0.9097 -19.7506 3.2173  0.480
19 C -5.3402 -17.9829 6.9804  -0.634
20 C -6.5492 -18.3484 6.0954  -0.079
21 O -6.9799 -19.6731 6.4305  -0.825
22 H -4.9834 -16.9903 6.7056  0.231
23 H -4.5210 -18.6953 6.8827  0.227
24 H -5.6266 -17.9553 8.0317  0.182
25 H -6.2715 -18.3124 5.0420  0.200
26 H -7.3706 -17.6668 6.3164  0.169
27 H -7.1442 -20.0922 5.5826  0.521
28 C -2.7731 -16.3153 8.7796  -0.629
29 C -2.6194 -14.9404 8.2498  -0.063
30 O -1.2549 -14.4909 8.3947  -0.727
31 H -2.2112 -16.3943 9.7103  0.231
32 H -2.4862 -17.0656 8.0428  0.206
33 H -3.8086 -16.4976 9.0669  0.200
34 H -3.2910 -14.3038 8.8258  0.156
35 H -2.9490 -14.8425 7.2154  0.154
36 H -1.1545 -13.5907 8.0767  0.473
37 C -7.3214 -21.0858 10.2640  -0.615
38 C -7.6723 -19.5970 10.1382  -0.110
39 O -8.4212 -19.4278 9.0151  -0.214
40 H -6.7783 -21.5406 9.4356  0.270
41 H -8.2534 -21.6050 10.4874  0.252
42 H -6.7238 -21.2865 11.1532  0.275
43 H -6.7380 -19.0490 10.0158  0.318
44 H -8.1604 -19.1929 11.0251  0.247
45 H -7.9936 -19.7563 8.2208  0.541
46 C -9.3830 -19.5764 3.9421  -0.626
47 C -8.6034 -20.7341 3.4746  -0.063
48 O -7.2762 -20.6624 3.9023  -0.749
49 H -8.8678 -18.6805 3.5954  0.216
50 H -9.4612 -19.6158 5.0285  0.197
51 H -10.3769 -19.6974 3.5112  0.235
52 H -8.6207 -20.8619 2.3923  0.177
53 H -9.1174 -21.5975 3.8971  0.159
54 H -6.8211 -21.5009 3.7950  0.493
55 C -8.0499 -15.9183 8.4824  -0.622
56 C -7.0231 -14.8793 8.0972  -0.066
57 O -6.3769 -14.3127 9.2695  -0.736
58 H -7.6441 -16.8258 8.9294  0.169
59 H -8.5768 -16.2254 7.5790  0.213
60 H -8.7928 -15.5455 9.1874  0.231
61 H -7.4651 -14.0546 7.5380  0.180
62 H -6.2303 -15.3273 7.4982  0.160
63 H -6.1072 -13.4136 9.0685  0.478

Its charge is +1. The energy above the lowest of the compared OMol25 structures with the same formula, charge and spin is 46.38 kJ/mol. Its multiplicity is 2. For the lowest unoccupied orbital energy (spin up / spin down), the calculation gives -2.502 / -9.315 eV. Its energy is -1084.84515 hartree.

=====

DFT (wB97M-V/def2-TZVPD) results for 7 unconnected molecules or ions with the total composition C14H42O7S7 in a non-equilibrium geometry.

Last column: natural (NBO) charge in e.
Cartesian coordinates (Å):
1 C -16.4242 -9.2170 -25.5962  -0.818
2 S -14.8179 -9.4358 -26.4398  1.186
3 O -13.9186 -9.6092 -25.1913  -0.994
4 C -15.0504 -11.1405 -27.1764  -0.805
5 H -17.2592 -9.2335 -26.2966  0.226
6 H -16.6222 -8.2362 -25.1639  0.255
7 H -16.6089 -10.0982 -24.9818  0.240
8 H -14.2727 -11.3196 -27.9188  0.235
9 H -15.9742 -11.1608 -27.7546  0.234
10 H -14.9521 -11.9438 -26.4464  0.241
11 C -11.6074 -10.3516 -19.2560  -0.785
12 S -12.8530 -9.5662 -20.4381  1.247
13 O -12.7582 -8.0897 -20.2088  -1.014
14 C -11.6656 -9.7120 -21.8774  -0.833
15 H -11.5438 -11.4364 -19.3405  0.238
16 H -11.9711 -10.0824 -18.2643  0.243
17 H -10.6604 -9.8429 -19.4360  0.205
18 H -11.0687 -8.8006 -21.8420  0.217
19 H -12.2322 -9.8691 -22.7952  0.250
20 H -10.9833 -10.5559 -21.7755  0.234
21 C -8.3736 -8.1725 -19.7722  -0.841
22 S -7.7140 -6.7261 -20.7135  1.222
23 O -6.6120 -7.1627 -21.6690  -0.999
24 C -9.1380 -6.3571 -21.8685  -0.779
25 H -7.6890 -8.5451 -19.0103  0.256
26 H -8.6024 -9.0145 -20.4255  0.228
27 H -9.1945 -7.9109 -19.1045  0.258
28 H -8.8741 -5.4822 -22.4626  0.250
29 H -10.0526 -6.2422 -21.2868  0.252
30 H -9.2399 -7.2256 -22.5192  0.200
31 C -8.4952 -10.4420 -24.1627  -0.831
32 S -7.1060 -10.0442 -25.3178  1.323
33 O -7.6804 -9.5049 -26.6130  -0.527
34 C -6.4390 -8.7455 -24.1343  -0.706
35 H -8.0581 -10.6730 -23.1913  0.278
36 H -9.0188 -11.3651 -24.4114  0.278
37 H -9.2819 -9.7258 -23.9256  0.291
38 H -7.3869 -8.3064 -23.8232  0.271
39 H -5.8804 -8.1099 -24.8214  0.263
40 H -5.8675 -9.0938 -23.2740  0.301
41 C -16.6975 -9.0301 -17.4798  -0.850
42 S -15.6562 -10.3740 -16.8195  1.198
43 O -14.5349 -10.8932 -17.7605  -0.971
44 C -14.6298 -9.0818 -15.9623  -0.792
45 H -17.5450 -9.3459 -18.0880  0.239
46 H -16.1161 -8.3575 -18.1105  0.235
47 H -17.1682 -8.3646 -16.7561  0.247
48 H -15.2052 -8.2235 -15.6156  0.220
49 H -13.9963 -8.7165 -16.7706  0.238
50 H -14.0273 -9.3831 -15.1054  0.237
51 C -15.5014 -5.9051 -19.3908  -0.791
52 S -15.5582 -4.8549 -20.9638  1.190
53 O -15.2729 -3.4472 -20.4600  -0.971
54 C -13.8518 -5.3776 -21.5583  -0.807
55 H -15.5464 -6.9324 -19.7522  0.214
56 H -16.3854 -5.6696 -18.7982  0.229
57 H -14.5130 -5.7948 -18.9446  0.240
58 H -13.8726 -4.9079 -22.5416  0.218
59 H -13.7260 -6.4524 -21.6890  0.242
60 H -12.9815 -5.0713 -20.9778  0.232
61 C -7.2200 -13.3780 -22.8060  -0.810
62 S -8.0365 -13.1606 -21.1358  1.199
63 O -9.2014 -12.1742 -21.3501  -1.009
64 C -8.9008 -14.7269 -20.9037  -0.830
65 H -6.6883 -12.4918 -23.1523  0.216
66 H -8.0422 -13.8082 -23.3780  0.238
67 H -6.4504 -14.1452 -22.7212  0.245
68 H -9.8972 -14.6784 -21.3429  0.261
69 H -9.0919 -14.7071 -19.8307  0.253
70 H -8.2825 -15.6138 -21.0425  0.248

Its charge is +1. The energy above the lowest of the compared OMol25 structures with the same formula, charge and spin is 0.00 kJ/mol. Its multiplicity is 2. For the lowest unoccupied orbital energy (spin up / spin down), the calculation gives -3.246 / -7.930 eV. Its energy is -3871.96406 hartree.

=====

DFT (wB97M-V/def2-TZVPD) results for a molecular structure, C14H44BrF3N12O25P2Si2 in a non-equilibrium geometry.

Last column: Löwdin charge in e.
Cartesian coordinates (Å):
1 N -0.9409 0.4881 2.0656  -0.242
2 P -1.7271 1.5644 0.8698  0.730
3 O -3.3697 1.0078 0.4948  -0.414
4 Si -0.6168 1.5301 -1.0758  0.127
5 C -0.5504 -0.2184 -1.8768  -0.303
6 C 0.1422 -1.3802 -0.9020  -0.132
7 C 1.7155 -1.6812 -1.2459  -0.227
8 F 2.6742 -0.7236 -0.6275  -0.037
9 F 2.0284 -1.8262 -2.6888  0.007
10 F 2.0327 -3.0230 -0.6275  -0.037
11 O -1.3493 2.7845 -2.0582  -0.511
12 Si -2.0382 2.1696 -3.5500  0.589
13 P 1.4239 2.2957 -0.5571  0.408
14 O 2.1547 3.0427 -1.9803  -0.461
15 Br 1.0660 3.9739 0.9848  0.172
16 H 0.1001 0.4850 1.9718  0.024
17 H -1.3227 -0.4948 1.9317  0.005
18 H -3.9430 1.7619 0.8608  -0.001
19 H 0.0365 -0.2344 -2.9019  0.085
20 H -1.6301 -0.6544 -2.1327  0.106
21 H 0.0660 -1.1344 0.2397  0.083
22 H -0.4665 -2.3904 -1.0822  0.141
23 H -2.7437 3.2611 -4.2698  -0.055
24 H -1.0353 1.5187 -4.3855  -0.048
25 H -3.1163 1.2164 -3.1828  -0.041
26 H 2.3182 4.0112 -1.7296  0.051
27 C -1.7586 -4.5544 1.4284  0.063
28 N -1.1189 -3.2148 1.5253  -0.389
29 O -1.6896 -2.2729 0.9631  -0.001
30 O -0.0618 -3.1464 2.1632  0.060
31 H -2.6759 -4.4664 0.8422  0.104
32 H -1.0494 -5.2236 0.9367  0.073
33 H -1.9807 -4.8880 2.4442  0.111
34 C 2.5386 -6.4298 1.4027  0.053
35 N 1.1659 -6.7805 0.9489  -0.414
36 O 0.4421 -7.3843 1.7491  0.050
37 O 0.8536 -6.4397 -0.1980  0.028
38 H 2.6752 -6.7887 2.4251  0.103
39 H 3.2439 -6.9163 0.7257  0.109
40 H 2.6323 -5.3427 1.3599  0.088
41 C 0.1652 -9.6888 -1.4250  0.039
42 N 1.4068 -10.4833 -1.2242  -0.423
43 O 2.4280 -9.8658 -0.9008  0.045
44 O 1.3213 -11.7048 -1.3969  0.052
45 H 0.3861 -8.6353 -1.2404  0.068
46 H -0.1596 -9.8398 -2.4565  0.103
47 H -0.5797 -10.0565 -0.7161  0.105
48 C -5.8160 4.1790 -1.8939  0.046
49 N -5.6322 4.0810 -3.3670  -0.402
50 O -6.2641 4.8776 -4.0706  0.049
51 O -4.8586 3.2071 -3.7755  -0.041
52 H -6.5194 4.9862 -1.6786  0.052
53 H -6.2096 3.2216 -1.5464  0.106
54 H -4.8396 4.3907 -1.4532  0.108
55 C 3.8568 -1.8471 2.3261  0.051
56 N 5.0985 -2.6416 2.5269  -0.400
57 O 6.1197 -2.0240 2.8503  0.036
58 O 5.0130 -3.8631 2.3542  0.055
59 H 4.0778 -0.7936 2.5107  0.103
60 H 3.5321 -1.9980 1.2945  0.075
61 H 3.1120 -2.2147 3.0349  0.105
62 C -3.3035 5.0540 -7.5825  0.042
63 N -2.0796 4.2193 -7.4453  -0.415
64 O -1.2678 4.2475 -8.3775  0.060
65 O -1.9684 3.5592 -6.4056  -0.011
66 H -3.2687 5.5774 -8.5404  0.094
67 H -4.1654 4.3848 -7.5397  0.104
68 H -3.3116 5.7657 -6.7543  0.103
69 C 7.8021 -0.7990 4.6551  0.009
70 N 8.7217 -0.2985 5.7120  -0.420
71 O 9.8708 -0.7547 5.7250  0.061
72 O 8.2640 0.5384 6.4989  0.033
73 H 8.3350 -1.5257 4.0382  0.094
74 H 6.9506 -1.2669 5.1535  0.097
75 H 7.4895 0.0593 4.0566  0.104
76 C 4.6134 -0.1673 -4.4718  0.035
77 N 4.7972 -0.2653 -5.9448  -0.427
78 O 4.1654 0.5312 -6.6484  0.055
79 O 5.5709 -1.1392 -6.3534  0.045
80 H 3.9100 0.6399 -4.2564  0.094
81 H 4.2198 -1.1248 -4.1243  0.088
82 H 5.5898 0.0443 -4.0311  0.102
83 C -9.8367 7.5567 -1.6494  0.042
84 N -8.5950 6.7622 -1.4486  -0.410
85 O -7.5739 7.3797 -1.1252  0.063
86 O -8.6806 5.5407 -1.6213  0.041
87 H -9.6158 8.6102 -1.4648  0.098
88 H -10.1615 7.4057 -2.6810  0.104
89 H -10.5816 7.1890 -0.9406  0.102
90 C -6.6859 1.4582 3.4187  0.047
91 N -5.4831 1.9355 2.6847  -0.408
92 O -5.6487 2.8310 1.8483  0.047
93 O -4.4065 1.3978 2.9689  0.045
94 H -7.5574 2.0159 3.0693  0.098
95 H -6.7997 0.3929 3.2076  0.105
96 H -6.5152 1.6364 4.4824  0.104
97 C 7.1520 2.9188 8.9254  0.034
98 N 6.2964 4.0184 8.4037  -0.427
99 O 5.0995 3.7670 8.2223  0.047
100 O 6.8506 5.1032 8.1910  0.047
101 H 6.5360 2.0280 9.0654  0.096
102 H 7.9363 2.7335 8.1885  0.090
103 H 7.5717 3.2509 9.8772  0.100

Its charge is 0. For the lowest unoccupied orbital energy, the calculation gives -0.862 eV. Its energy is -7232.16012 hartree.